Formula: CH3ClO3S
Source: OMol25
Level of theory: ωB97M-V/def2-TZVPD

Last columns: bonded neighbours and bond lengths (Å).
Geometry (Å):
1 C -0.81 -0.31 -0.68  O3 1.386, H7 1.160, H8 1.120, H9 1.027
2 O -1.49 2.01 1.33  S5 1.421
3 O -1.99 0.04 -0.04  C1 1.386, S5 1.599
4 O -1.71 2.26 -1.29  S5 1.873, Cl6 1.673
5 S -2.37 1.55 0.31  O2 1.421, O3 1.599, O4 1.873
6 Cl -2.83 2.40 -2.53  O4 1.673
7 H -1.15 -1.15 -1.40  C1 1.160
8 H 0.00 -0.73 -0.04  C1 1.120
9 H -0.46 0.44 -1.29  C1 1.027

The frontier orbital gap is 10.3 eV. As for the HOMO energy: -10.514 eV. The charge is 0. As for the total energy: -30582.4934 eV. As for the energy relative to the best compared isomer or geometry (same formula, charge and spin): 208.5 kJ/mol. The calculation puts the LUMO energy at -0.1931 eV.